(P)
ORCA calculation (the ωB97M-V functional and the def2-TZVPD basis) on one molecule with the formula C25H25N3O3.

Output
LUMO, Ha: 0.02117
Kohn-Sham gap, eV: 8.39
Highest occupied orbital energy, eV: -7.81

ORCA input file:
```
! RIJCOSX wB97M-V def2-TZVPD def2/J DEFGRID3
* xyz 0 1
C -6.908 2.484 -1.786
H -7.837 3.006 -1.564
O -5.905 3.175 -1.085
C -4.618 2.737 -1.189
C -4.206 1.639 -1.937
C -2.868 1.290 -1.970
C -1.920 2.020 -1.264
C -2.332 3.118 -0.512
C -3.664 3.467 -0.478
H -3.996 4.315 0.099
H -1.606 3.690 0.042
N -0.583 1.611 -1.361
C 0.493 2.080 -0.692
O 0.503 2.982 0.115
C 1.765 1.264 -1.067
N 1.643 -0.055 -0.482
C 0.982 -1.061 -1.074
O 0.409 -0.950 -2.147
C 0.978 -2.344 -0.260
N 2.211 -2.477 0.500
H 3.013 -2.364 -0.114
C 2.295 -3.771 1.156
C 1.055 -4.088 1.946
C 1.085 -5.117 2.880
C -0.047 -5.458 3.593
C -1.230 -4.769 3.376
C -1.267 -3.748 2.447
C -0.132 -3.399 1.725
C -0.186 -2.268 0.737
H -1.135 -2.279 0.197
H -0.124 -1.322 1.284
H -2.187 -3.208 2.273
H -2.120 -5.030 3.929
H -0.009 -6.258 4.317
H 2.010 -5.652 3.044
H 3.164 -3.753 1.822
H 2.449 -4.592 0.429
H 0.807 -3.189 -0.950
H 1.993 -0.205 0.453
C 3.024 1.987 -0.663
C 4.029 1.402 0.093
C 5.162 2.124 0.432
C 5.302 3.437 0.023
C 4.307 4.025 -0.739
C 3.179 3.304 -1.083
H 2.406 3.767 -1.677
H 4.409 5.049 -1.068
H 6.184 3.999 0.294
H 5.936 1.654 1.021
H 3.954 0.374 0.417
H 1.760 1.129 -2.158
H -0.434 0.798 -1.957
H -2.554 0.435 -2.552
H -4.912 1.049 -2.498
H -6.991 1.444 -1.451
H -6.732 2.504 -2.867
*
```


(Q)
ORCA calculation (the ωB97M-V functional and the def2-TZVPD basis) on one molecule with the formula C25H25N3O3.

Output
LUMO, Ha: 0.00211
Kohn-Sham gap, eV: 7.20
Highest occupied orbital energy, eV: -7.14

ORCA input file:
```
! RIJCOSX wB97M-V def2-TZVPD def2/J DEFGRID3
* xyz 0 1
O -0.240 -1.293 1.213
C -1.043 -2.322 1.426
C -0.313 -3.493 1.526
N 1.080 -3.304 1.852
O 1.862 -4.249 2.036
O 1.472 -2.132 2.019
C -0.921 -4.707 1.852
C -2.259 -4.738 2.194
C -3.001 -3.546 2.115
C -2.426 -2.353 1.665
H -0.248 -5.553 1.913
H -2.692 -5.675 2.574
H -4.029 -3.603 2.464
H -2.988 -1.432 1.588
C 1.067 -1.130 -5.976
N 0.356 -1.637 -4.829
C -0.168 -2.992 -4.868
C -0.805 -3.194 -3.470
C -0.474 -1.937 -2.739
C 0.239 -1.072 -3.607
C 0.581 0.226 -3.180
C 0.276 0.584 -1.856
C -0.328 -0.316 -0.955
C -0.631 0.060 0.494
C 0.224 1.188 1.091
C -0.384 1.784 2.221
C -0.010 3.052 2.650
C 1.048 3.725 1.988
N 1.162 4.977 2.475
C 2.220 5.903 2.227
C 0.340 5.176 3.646
C -0.551 3.937 3.714
C 1.714 3.145 0.889
C 1.424 1.798 0.551
C -0.795 -1.542 -1.448
H 1.585 -0.205 -5.700
H 1.789 -1.885 -6.310
H 0.367 -0.918 -6.796
H -0.902 -3.127 -5.681
H 0.636 -3.734 -5.028
H -1.891 -3.382 -3.574
H -0.433 -4.113 -2.973
H 1.048 0.932 -3.857
H 0.526 1.577 -1.497
H -1.704 0.123 0.857
H -1.076 1.175 2.804
H 2.645 5.757 1.229
H 1.811 6.917 2.310
H 3.029 5.795 2.968
H 0.963 5.246 4.554
H -0.208 6.125 3.570
H -1.595 4.247 3.547
H -0.565 3.486 4.722
H 2.437 3.734 0.319
H 2.117 1.186 -0.055
H -1.342 -2.270 -0.862
*
```


Best to worst by energy: (P), (Q).


(P)
ORCA calculation (the ωB97M-V functional and the def2-TZVPD basis) on an isolated ion of composition C2H4NO2 and charge -1.

Output
LUMO, Ha: 0.15648
Kohn-Sham gap, eV: 5.84
Highest occupied orbital energy, eV: -1.58

ORCA input file:
```
! RIJCOSX wB97M-V def2-TZVPD def2/J DEFGRID3
* xyz -1 1
C -0.566 0.561 -0.768
C 0.416 -0.369 -0.403
N 0.479 -0.850 1.274
O 0.994 0.320 1.878
O -0.547 -0.721 -1.277
H -1.290 0.707 -0.024
H -0.387 1.411 -1.394
H 1.400 -0.299 -0.698
H -0.499 -0.761 1.412
*
```


(Q)
ORCA calculation (the ωB97M-V functional and the def2-TZVPD basis) on an isolated ion of composition C2H4NO2 and charge -1.

Output
LUMO, Ha: 0.16210
Kohn-Sham gap, eV: 8.21
Highest occupied orbital energy, eV: -3.80

ORCA input file:
```
! RIJCOSX wB97M-V def2-TZVPD def2/J DEFGRID3
* xyz -1 1
C -0.917 -0.223 0.586
N 0.473 -0.261 0.299
C 0.964 0.345 -0.971
O 2.202 0.255 -1.117
O 0.073 0.790 -1.711
H -1.345 0.775 0.824
H -1.189 -0.890 1.409
H -1.452 -0.538 -0.313
H 1.189 -0.254 0.994
*
```


(R)
ORCA calculation (the ωB97M-V functional and the def2-TZVPD basis) on a 2-piece molecular cluster, C2H4NO2 overall.

Output
LUMO, Ha: 0.16313
Kohn-Sham gap, eV: 8.05
Highest occupied orbital energy, eV: -3.61

ORCA input file:
```
! RIJCOSX wB97M-V def2-TZVPD def2/J DEFGRID3
* xyz -1 1
O -1.190 -0.399 0.793
C -0.829 -1.147 -0.137
N 0.409 -1.420 -0.500
C 0.712 1.641 0.486
O 0.768 2.330 1.472
H -1.633 -1.653 -0.740
H 0.370 -1.981 -1.347
H 0.408 2.053 -0.501
H 0.985 0.577 0.473
*
```


Best to worst by energy: (Q), (R), (P).